No. 1
C7H14O3S7SbTc | ωB97M-V/def2-TZVPD

Results
HOMO level (alpha / beta) = -15.00 / -15.00 eV
total charge = +2
frontier orbital gap (alpha / beta) = 6.98 / 6.99 eV

Element x y z (Å)
Tc  0.956  -0.136  0.297
C  0.790  -0.618  -2.882
O  0.042  -0.110  -1.739
C  -0.623  1.147  -2.031
C  -0.035  2.251  -1.195
O  0.104  1.843  0.197
C  -1.063  1.988  1.054
C  -1.952  0.785  0.918
O  -1.125  -0.401  1.046
C  -1.412  -1.169  2.250
H  1.575  0.084  -3.161
H  1.225  -1.568  -2.590
H  0.100  -0.762  -3.712
H  -0.496  1.399  -3.083
H  -1.683  1.005  -1.853
H  0.972  2.500  -1.515
H  -0.652  3.146  -1.250
H  -0.666  2.074  2.061
H  -1.592  2.906  0.801
H  -2.714  0.794  1.696
H  -2.453  0.734  -0.042
H  -1.173  -0.582  3.135
H  -2.463  -1.445  2.248
H  -0.796  -2.062  2.215
S  -0.653  -4.777  -0.519
C  -0.022  -3.221  -0.290
S  1.308  -2.533  0.342
S  -1.561  -2.885  -0.933
S  2.863  -1.633  3.108
Sb  4.069  0.423  2.905
S  2.886  0.412  -0.553
S  1.650  -0.006  2.541
S  4.597  0.419  0.533

Results of the Löwdin charge analysis, in e, for atoms 1 through 2:
1 Tc 0.61
2 C -0.06



No. 2
C5H18N3 | ωB97M-V/def2-TZVPD

Results
HOMO level = -13.86 eV
total charge = +1
frontier orbital gap = 11.42 eV

Element x y z (Å)
C  0.151  -1.170  2.301
C  -0.308  0.270  2.278
N  -0.342  0.766  0.913
C  -0.869  2.123  0.742
H  1.205  -1.310  1.961
H  0.102  -1.456  3.348
H  -0.512  -1.824  1.734
H  -1.282  0.398  2.749
H  0.424  0.881  2.836
H  -0.889  0.105  0.308
H  0.600  0.676  0.455
H  -1.919  2.164  1.052
H  -0.745  2.418  -0.326
H  -0.272  2.775  1.371
N  1.727  0.096  -0.944
C  1.140  -0.812  -1.932
C  -0.283  -0.474  -2.308
N  -1.244  -0.827  -1.276
H  1.797  1.011  -1.427
H  2.671  -0.159  -0.785
H  1.193  -1.838  -1.526
H  1.706  -0.802  -2.881
H  -0.322  0.595  -2.564
H  -0.465  -1.054  -3.230
H  -2.151  -0.731  -1.659
H  -1.113  -1.819  -1.189

Results of the Löwdin charge analysis, in e, for atoms 1 through 2:
1 C -0.07
2 C -0.22



No. 3
C4H12 | ωB97M-V/def2-TZVPD

Results
spin multiplicity = 2
HOMO level (alpha / beta) = 1.56 / -7.04 eV
total charge = -1
<S²> = 0.7504
frontier orbital gap (alpha / beta) = 2.83 / 11.46 eV

Element x y z (Å)
C  0.075  -1.142  -1.625
C  1.184  -1.596  -0.790
H  -0.820  -0.709  -1.140
H  0.468  -0.342  -2.240
H  -0.245  -1.840  -2.403
H  0.793  -1.420  0.275
H  1.976  -0.869  -0.765
H  1.631  -2.589  -0.930
C  -0.921  0.752  1.458
C  -0.313  1.974  0.906
H  -0.330  0.069  2.235
H  -1.895  0.940  2.102
H  -1.292  0.056  0.719
H  -0.628  2.799  1.656
H  -0.575  2.121  -0.112
H  0.768  1.861  0.911

Results of the Löwdin charge analysis, in e, for atoms 1 through 2:
1 C -0.32
2 C -0.29



Summary of F_max in Eh/bohr
0.0278 0.0377 0.1000
(order as listed above)
Summary of E_tot in Eh
-3608.6301 -365.3490 -159.4842
(order as listed above)